[1]
19
Properties=species:S:1:pos:R:3:nbo_charge:R:1 method="wB97M-V/def2-TZVPD" gap_ev=6.9219 de_lowest_ev=1.3592 charge=-1 max_force_ev_per_a=3.04 e_tot_ha=-477.0520 mol_weight_g_mol=132.14 multiplicity=1 e_homo_ev=-3.5
H -2.23 0.34 1.59 0.222
H -2.93 2.14 -1.94 0.383
H 2.79 -2.59 1.47 0.184
O 2.34 -0.02 -0.43 -0.787
H -1.75 -1.34 -0.92 0.208
H -2.47 -1.43 1.50 0.211
H 4.05 -1.42 1.59 0.194
C -1.54 0.85 -1.03 0.679
C -1.58 -0.41 -0.28 -0.533
C 2.27 -0.52 0.73 0.743
C -2.57 -0.45 0.91 -0.594
O 1.58 -0.08 1.67 -0.798
H 3.64 -2.02 0.02 0.200
O -0.58 1.54 -1.20 -0.533
N -2.82 1.22 -1.55 -0.885
H -0.59 -0.56 0.16 0.289
H -3.67 0.74 -1.32 0.373
H -3.57 -0.27 0.57 0.174
C 3.21 -1.71 0.95 -0.730

***

[2]
19
Properties=species:S:1:pos:R:3:nbo_charge:R:1 method="wB97M-V/def2-TZVPD" gap_ev=8.2715 de_lowest_ev=1.1151 charge=-1 max_force_ev_per_a=2.88 e_tot_ha=-477.0610 mol_weight_g_mol=132.14 multiplicity=1 e_homo_ev=-4.6
C -1.48 0.97 1.38 0.677
H 0.54 -1.20 1.78 0.256
C -0.37 -1.17 2.40 -0.615
C 0.81 -0.34 -3.07 -0.778
O 2.85 -0.08 -1.82 -0.753
H -0.22 0.33 -0.12 0.450
H -0.15 0.09 -3.16 0.196
C 1.69 -0.49 -1.74 0.781
H -2.54 -0.71 2.13 0.210
O 1.15 -1.14 -0.82 -0.820
H -0.15 -0.61 3.28 0.196
H 1.42 0.04 -3.87 0.196
O -2.07 1.93 1.90 -0.665
H -1.81 -1.04 0.76 0.225
N -0.90 1.11 0.17 -0.841
C -1.55 -0.54 1.71 -0.505
H -0.79 2.07 -0.12 0.386
H 0.92 -1.32 -3.52 0.207
H -0.65 -2.18 2.74 0.199